{
  "formula": "C3H2Cl2",
  "method": "ωB97M-V with the def2-TZVPD basis set",
  "species": ["Cl", "Cl", "C", "C", "C", "H", "H"],
  "xyz": [[1.94270, -1.30558, -0.16884], [1.91828, 1.48191, 0.07651], [-1.33941, -0.20099, 0.40606], [-1.85540, -0.14143, -0.65127], [2.49250, 0.02087, 0.65196], [-2.11406, 0.01920, -1.74857], [-1.04461, 0.12601, 1.43415]],
  "forces_ev_per_a": [[-0.52, -0.64, -0.80], [-0.45, 0.49, -0.56], [0.99, 1.22, 4.07], [-1.05, 0.48, -4.87], [1.01, 0.14, 1.34], [0.28, -0.62, 2.35], [-0.27, -1.07, -1.53]],
  "e_tot_ev": -28182.66919,
  "total_charge": 0,
  "relative_energy_ev": 3.384,
  "homo_ev": -9.22
}


{
  "formula": "C36H73Br2N21O13P2S",
  "method": "ωB97M-V with the def2-TZVPD basis set",
  "species": ["Br", "Br", "S", "P", "P", "O", "O", "O", "O", "O", "O", "O", "O", "O", "O", "O", "O", "O", "N", "N", "N", "N", "N", "N", "N", "N", "N", "N", "N", "N", "N", "N", "N", "N", "N", "N", "N", "N", "N", "C", "C", "C", "C", "C", "C", "C", "C", "C", "C", "C", "C", "C", "C", "C", "C", "C", "C", "C", "C", "C", "C", "C", "C", "C", "C", "C", "C", "C", "C", "C", "C", "C", "C", "C", "C", "H", "H", "H", "H", "H", "H", "H", "H", "H", "H", "H", "H", "H", "H", "H", "H", "H", "H", "H", "H", "H", "H", "H", "H", "H", "H", "H", "H", "H", "H", "H", "H", "H", "H", "H", "H", "H", "H", "H", "H", "H", "H", "H", "H", "H", "H", "H", "H", "H", "H", "H", "H", "H", "H", "H", "H", "H", "H", "H", "H", "H", "H", "H", "H", "H", "H", "H", "H", "H", "H", "H", "H", "H"],
  "xyz": [[-1.26850, -1.89373, -0.59885], [0.91251, 0.13155, 4.43939], [-5.02208, -0.47714, -0.01307], [-0.56051, 1.80816, 3.94119], [-2.68771, 0.38064, -5.93419], [-2.10179, -5.19601, -1.95125], [-1.32396, 2.10193, 5.37006], [11.92677, 2.44911, -1.70862], [-6.61909, -0.26861, -2.76264], [-1.03895, 4.18701, -2.47863], [7.48074, -1.59748, -1.20647], [9.82709, -7.48690, 2.04650], [-2.49727, -4.14078, 7.09258], [-7.54043, 2.58600, 0.99004], [8.30070, -4.05702, 2.35003], [0.64744, -0.30458, 1.30008], [-11.71330, 3.97578, 0.90415], [-4.91335, 2.05232, 5.58216], [9.60870, -4.83371, 4.02700], [-0.47191, 6.21020, -3.33207], [-4.27194, -5.84135, -2.12692], [10.26208, 2.07863, -0.21123], [9.46098, -8.54637, 0.07281], [-1.99646, -0.14493, -0.72618], [-5.93416, 1.48766, 7.52714], [-2.65980, 5.48625, -3.38410], [-3.72474, -3.61502, -1.92859], [8.74027, -6.38116, 0.39281], [10.56336, 0.65597, -1.98135], [9.99722, -2.75813, 3.11942], [-13.10569, 2.79772, 2.25274], [-8.79378, 3.64252, -0.57650], [-2.75444, -1.04983, -6.61655], [-10.92922, 2.11263, 1.93306], [-1.29004, -2.24040, 6.81225], [-6.99619, -2.53032, -1.86698], [-7.98712, 1.52768, -0.97001], [-5.24207, 3.65062, 7.15389], [-1.17003, -3.93793, 5.26341], [-4.62481, 0.06686, -4.02580], [-3.74783, 0.16034, 1.05380], [-4.32609, -0.19245, -1.65903], [9.37204, -7.46917, 0.91258], [1.93092, -0.36138, 0.70160], [6.26706, -0.83243, -1.35963], [6.61586, 0.66072, -1.17001], [-11.90085, 3.02565, 1.64586], [-3.23764, 0.19629, -4.19940], [-5.52181, 0.40477, 2.85499], [-1.47666, 0.76440, 1.44157], [-5.19590, -0.12496, -2.80355], [-4.09259, 0.54127, 2.34436], [-1.70700, -3.48589, 6.43488], [-6.92041, -1.50702, -2.43734], [-2.45028, 0.25684, 0.57184], [9.24233, -3.89606, 3.11945], [-1.80000, 1.14981, 2.74406], [0.75805, 1.52382, -4.76376], [10.98612, 1.77462, -1.32893], [-5.33586, 2.37601, 6.68320], [-0.01691, 0.91018, 1.00971], [-3.12268, 1.02441, 3.21335], [5.34838, 1.57354, -1.07313], [3.62722, 2.70574, -2.54717], [-8.07118, 2.58683, -0.11218], [-0.44731, 1.65435, -3.77595], [4.66375, 1.56752, -2.47854], [-1.36738, 5.22443, -3.02750], [-2.42492, 0.14194, -3.07462], [7.37756, -2.49650, -0.10520], [2.10575, 1.33752, -4.02490], [2.85389, 2.71353, -3.90507], [-2.95353, -0.05886, -1.77694], [-0.90890, 0.26212, -3.23688], [-3.28654, -4.90188, -1.99948], [-7.46746, 0.71972, -0.70122], [10.37526, -4.72356, 4.66229], [-3.38971, 1.29472, 4.23764], [9.78767, 0.09131, -1.68028], [-6.11991, 1.20935, 2.38498], [-9.23860, 3.66122, -1.47388], [8.17392, -3.24272, -0.23332], [7.20866, 0.80294, -0.25159], [-13.84363, 3.45014, 2.06402], [-0.39385, 0.13079, -2.27675], [7.53720, -2.01395, 0.87266], [-4.69355, -3.35216, -1.96439], [-0.51997, -3.41206, 4.70912], [5.91274, -1.06025, -2.37938], [1.85036, 0.05221, -0.32515], [-1.26037, 2.13299, -4.34136], [2.23849, -1.41436, 0.64162], [-1.66330, -1.87237, 7.66700], [2.74979, 0.64650, -4.59237], [9.92048, -9.36507, 0.42540], [-8.42152, 1.52677, -1.87320], [-4.80628, 4.32870, 6.55578], [-5.56282, 0.58561, 3.93351], [6.41373, -3.02924, -0.08568], [5.60119, 2.59466, -0.76301], [-5.24891, -5.62017, -2.16761], [9.48694, 1.53190, 0.11223], [2.87430, 2.56060, -1.75233], [-2.95304, 6.33129, -3.83566], [10.77109, -2.60419, 3.73679], [-3.02084, -2.89764, -1.83275], [-0.72116, 7.06969, -3.78279], [4.11835, 3.68688, -2.44372], [0.74031, 2.36674, -5.47156], [0.49006, 1.73418, 1.54848], [-6.28719, 1.73125, 8.43271], [9.75271, -2.04513, 2.45787], [0.48689, 6.05053, -3.08319], [2.04899, 3.46791, -3.87959], [1.92494, 0.89629, -3.03114], [8.35931, -6.34862, -0.53329], [-1.36715, 0.84858, -6.05895], [-5.58075, 3.93915, 8.05162], [-8.88101, 4.44078, 0.02616], [7.14947, 0.98660, -2.07552], [-6.01876, 0.53915, 7.21006], [-5.97866, -0.54797, 2.55067], [-3.59336, 1.22227, -6.63478], [0.00403, 1.15944, -0.07090], [-1.83766, -1.31020, -6.97007], [3.53798, 2.87309, -4.74880], [5.40997, 1.70738, -3.28245], [2.68498, 0.22575, 1.25686], [-10.02922, 2.24858, 1.50514], [-1.45231, -4.84855, 4.95199], [11.06342, 0.39455, -2.81054], [5.47563, -1.17645, -0.67203], [-0.50996, -0.53617, -3.88827], [8.65850, -5.57092, 0.98852], [-13.28322, 2.02514, 2.86524], [-5.26854, 0.11325, -4.91104], [4.63490, 1.07033, -0.39803], [9.07783, -5.68698, 4.04569], [4.23101, 0.56669, -2.61361], [0.56818, 0.59740, -5.34233], [-0.64098, -1.68841, 6.28380], [9.09575, -8.55629, -0.85983], [-0.12735, 2.32066, -2.97028], [-3.98541, -6.80078, -2.18140], [10.53270, 2.89723, 0.30118], [-11.06474, 1.32727, 2.53999], [-1.96717, 1.39808, 5.56828], [-3.34384, 4.78275, -3.17352]],
  "forces_ev_per_a": [[0.20, -0.33, -0.13], [-0.60, -0.19, 0.13], [0.04, 0.00, -0.70], [0.97, 1.68, -0.32], [0.24, -2.80, -1.01], [-0.01, -0.02, 0.04], [-0.30, -1.21, -1.05], [-0.04, 0.00, 0.05], [0.27, -0.93, 0.10], [-0.07, 0.29, 0.11], [-0.97, -0.08, 0.57], [-0.02, -0.07, 0.00], [0.00, 0.03, -0.01], [-0.16, -0.06, 0.06], [0.08, 0.02, -0.10], [0.29, -0.01, -0.43], [-0.05, 0.03, 0.01], [0.06, -0.02, 0.17], [-0.28, -0.03, 0.13], [0.16, -0.01, -0.01], [-0.01, -0.23, -0.01], [-0.04, 0.22, 0.32], [0.11, -0.21, 0.04], [-1.21, 0.20, 0.76], [-0.01, -0.18, -0.07], [-0.14, -0.12, -0.05], [-0.03, 0.29, -0.13], [0.08, 0.13, 0.09], [-0.04, -0.26, -0.21], [-0.10, 0.19, -0.15], [-0.17, 0.09, -0.01], [0.22, 0.17, 0.08], [0.19, 0.53, 0.11], [0.14, 0.03, -0.15], [-0.06, 0.18, 0.12], [-0.27, 1.69, -1.66], [-0.23, 0.14, -0.14], [0.08, 0.14, -0.11], [0.02, -0.12, -0.09], [-0.24, 0.15, -1.15], [-0.14, -0.10, -1.09], [-1.68, -0.19, 1.29], [-0.11, 0.13, -0.10], [-0.19, 0.15, -0.39], [0.72, 0.26, -0.34], [-1.10, 0.37, 0.02], [0.08, -0.10, 0.04], [-0.67, 1.03, 0.53], [0.03, 0.67, -0.69], [1.25, 0.69, 0.24], [1.80, 0.12, 0.76], [-1.00, -0.14, 1.06], [-0.01, -0.03, -0.04], [0.55, -1.13, 2.02], [0.77, 0.53, 0.74], [0.19, -0.15, 0.21], [-0.91, -0.91, 1.34], [-0.61, -1.18, 0.41], [0.02, -0.03, -0.09], [-0.07, 0.07, 0.16], [-0.46, 0.03, -0.09], [0.78, -0.16, -0.70], [0.28, -1.46, -1.38], [-0.37, -0.15, -1.23], [0.10, -0.01, -0.22], [0.63, -0.27, -0.90], [0.17, 0.85, 0.84], [-0.02, 0.11, 0.03], [1.56, 0.01, -0.12], [0.65, -0.43, -0.06], [0.20, 0.88, -1.13], [-0.58, -1.19, 1.50], [0.16, -0.02, -1.73], [0.51, 0.61, 0.11], [-0.03, 0.09, -0.02], [0.22, -0.08, 0.27], [0.04, 0.01, -0.06], [-0.16, -0.06, -0.52], [-0.01, 0.01, -0.01], [0.09, -0.36, 0.12], [-0.09, -0.05, 0.06], [-0.22, 0.23, 0.13], [0.06, -0.29, -0.41], [0.03, -0.01, 0.00], [-0.39, -0.16, -0.30], [-0.16, 0.02, -0.31], [-0.04, -0.11, 0.03], [-0.03, 0.05, 0.02], [-0.01, 0.38, 0.28], [0.27, -0.24, 0.27], [0.13, 0.08, 0.55], [-0.09, 0.34, 0.11], [0.02, -0.05, 0.00], [-0.25, 0.06, 0.30], [-0.02, 0.02, 0.00], [-0.01, 0.05, 0.00], [-0.01, -0.02, 0.01], [0.04, -0.34, -0.28], [0.22, 0.18, -0.05], [-0.12, -0.32, 0.09], [0.02, 0.08, 0.01], [-0.01, -0.01, -0.07], [0.33, 0.27, -0.11], [0.03, 0.01, 0.02], [-0.01, -0.04, 0.00], [-0.29, -0.31, -0.07], [-0.03, -0.02, 0.01], [-0.02, -0.37, 0.35], [0.35, -0.18, 0.26], [-0.33, -0.10, -0.12], [0.01, 0.03, -0.01], [0.03, -0.02, 0.01], [-0.03, 0.01, 0.01], [0.58, 0.10, -0.09], [0.07, 0.18, -0.27], [0.02, -0.08, 0.00], [-0.48, 0.78, 0.39], [-0.01, -0.04, 0.00], [-0.16, -0.05, 0.01], [0.37, -0.05, 0.54], [0.00, 0.02, 0.02], [0.16, 0.16, 0.33], [0.20, 0.52, 0.86], [0.16, -0.24, 0.34], [-0.22, -0.19, -0.01], [-0.30, 0.06, 0.13], [-0.16, -0.03, 0.31], [-0.27, -0.16, -0.06], [0.06, 0.00, 0.14], [-0.01, 0.03, 0.01], [-0.01, 0.00, 0.03], [0.36, 0.18, 0.02], [-0.45, 0.18, 0.07], [-0.16, 0.10, 0.10], [0.04, -0.01, -0.01], [0.07, -0.06, 0.35], [0.24, 0.65, 0.20], [0.16, -0.09, -0.15], [-0.15, 0.39, -0.15], [0.13, 0.46, -0.08], [0.08, 0.03, -0.08], [-0.01, 0.05, 0.02], [-0.49, -0.17, -0.10], [0.01, 0.03, 0.00], [0.00, -0.02, -0.02], [-0.02, 0.02, 0.01], [-0.01, 0.27, 0.33], [0.02, 0.03, 0.04]],
  "smiles": "COCCCCCCCCCCc1c([PH2]=N)cc(OC#N)c2c1N(Br)c1c(COC)c(P(O)Br)cc(C)c1S2.NC(N)=O.NC(N)=O.NC(N)=O.NC(N)=O.NC(N)=O.NC(N)=O.NC(N)=O.NC(N)=O.NC(N)=O",
  "e_tot_ev": -265929.68548,
  "total_charge": 0,
  "homo_ev": -8.23
}


{
  "formula": "C40H29Co2O10PS2",
  "method": "ωB97M-V with the def2-TZVPD basis set",
  "species": ["Co", "Co", "S", "S", "P", "O", "O", "O", "O", "O", "O", "O", "O", "O", "O", "C", "C", "C", "C", "C", "C", "C", "C", "C", "C", "C", "C", "C", "C", "C", "C", "C", "C", "C", "C", "C", "C", "C", "C", "C", "C", "C", "C", "C", "C", "C", "C", "C", "C", "C", "C", "C", "C", "C", "C", "H", "H", "H", "H", "H", "H", "H", "H", "H", "H", "H", "H", "H", "H", "H", "H", "H", "H", "H", "H", "H", "H", "H", "H", "H", "H", "H", "H", "H"],
  "xyz": [[0.54375, 2.44415, -1.08374], [-0.90529, 0.67381, -1.95636], [2.90205, -4.00976, 1.95634], [4.57796, -2.10159, 3.42782], [-2.75342, 1.47169, -1.23344], [5.75005, -1.46766, 2.86278], [3.92347, -1.55969, 4.59682], [3.12793, -4.43179, 0.58900], [-2.02338, -0.17696, -4.49956], [-1.21120, 4.42278, 0.15180], [2.11968, 1.37652, 1.11514], [2.22492, 4.68298, -1.83111], [-0.78766, -1.89216, -0.63016], [2.23920, -1.46005, 2.48046], [1.64950, -4.25682, 2.65082], [-2.25160, 1.65298, 2.84580], [-4.35741, 1.86681, 1.02312], [4.96709, -3.82078, 3.69054], [-0.79940, -0.82579, -1.09897], [-0.60637, 3.57127, -0.35280], [-6.23801, -0.15926, -2.76954], [-4.59773, 1.99806, 2.39263], [6.20039, -5.62890, 4.67346], [-3.99775, 5.43101, -3.28443], [3.19910, -0.90125, -0.54543], [-3.03097, 3.21059, -3.38091], [-4.14746, 0.35502, -1.66303], [5.60381, 0.16129, -1.48306], [0.97952, 1.02237, -2.09513], [-6.18926, -1.46841, -2.28699], [-3.54605, 1.89765, 3.30687], [-1.55349, 0.16809, -3.49534], [-3.84102, 4.08597, -1.26987], [5.57946, -0.57333, -0.26849], [4.17391, -4.72560, 3.01002], [0.11143, 1.97790, -2.73175], [-4.20642, 5.27129, -1.91249], [3.19453, -0.09441, -1.68504], [-5.23073, 0.75905, -2.45637], [4.42973, 0.37298, -2.19305], [5.35260, -6.54430, 4.04115], [-4.12582, -0.94453, -1.13327], [0.81242, -1.57031, 2.03273], [3.28775, -2.25035, 2.11798], [4.35489, -1.09870, 0.14927], [5.99027, -4.25691, 4.53103], [-5.13729, -1.85175, -1.45327], [1.56195, 3.78560, -1.53310], [-3.04606, 1.66505, 0.55879], [-3.24152, 3.05261, -2.00143], [1.95343, 0.07638, -2.36485], [-1.99337, 1.53549, 1.47489], [1.44300, 1.76171, 0.24997], [-3.40485, 4.40028, -4.01498], [4.30875, -6.09719, 3.23033], [-2.56112, 2.41386, -3.96529], [-5.18823, 1.91985, 0.31256], [-4.64027, 6.08111, -1.32485], [0.16517, -1.35344, 2.89602], [0.67698, -0.79485, 1.26748], [3.60347, -6.78205, 2.76148], [-0.96884, 1.33687, 1.12581], [-5.08962, -2.86663, -1.06052], [-4.03217, 3.96968, -0.20316], [2.28358, -1.41364, -0.24538], [4.40885, 0.91016, -3.14524], [4.10911, -1.72647, 1.13132], [1.86708, -0.37419, -3.36512], [-5.28879, 1.78073, -2.83771], [-3.22020, 4.51790, -5.08280], [-3.31249, -1.26058, -0.47487], [-5.61388, 2.17520, 2.74040], [0.15838, 2.40320, -3.71523], [-7.05826, 0.15207, -3.41337], [0.57938, -2.55867, 1.62828], [6.55044, 0.56862, -1.86207], [-6.96109, -2.18937, -2.56111], [5.50565, -7.61257, 4.17213], [-1.42739, 1.55880, 3.55202], [-4.28906, 6.35946, -3.77856], [7.03270, -5.98030, 5.28102], [-3.73566, 2.00691, 4.37617], [6.50641, -0.70979, 0.29909], [6.60085, -3.51507, 5.03988]],
  "forces_ev_per_a": [[0.47, 2.97, 3.79], [-2.98, -0.92, 0.39], [0.66, 2.25, 1.16], [-2.40, -0.06, -1.55], [0.08, -0.26, -0.25], [0.10, -0.19, 0.71], [0.90, 0.08, 0.56], [-0.35, -0.55, 0.60], [0.05, 0.42, 0.59], [0.77, -0.99, -0.56], [-1.70, 0.92, -2.02], [-0.78, -0.82, 0.26], [0.11, 1.53, -0.63], [-2.40, 0.90, 0.72], [-0.35, -0.97, -0.60], [-0.06, 0.04, -0.12], [0.32, 0.02, 0.56], [0.39, -0.31, 0.12], [-0.27, -2.59, 0.98], [-1.27, 1.33, 0.89], [0.14, -0.05, -0.03], [0.01, -0.04, -0.18], [-0.03, 0.23, -0.01], [0.07, -0.11, 0.13], [0.39, 0.62, -0.86], [0.05, 0.33, 0.01], [-0.51, 0.50, 0.36], [0.43, -0.42, 0.64], [2.51, -0.68, -3.11], [0.08, 0.18, 0.01], [0.11, 0.00, -0.24], [0.49, -0.74, -0.45], [-0.06, 0.27, -0.56], [-0.46, 0.75, -1.20], [-0.02, -0.33, 0.02], [0.44, -1.75, -2.67], [0.08, -0.05, 0.04], [0.96, -1.25, 0.74], [-0.03, -0.52, 0.00], [-0.73, 0.06, 0.20], [-0.21, 0.17, -0.09], [-0.23, -0.18, -0.20], [1.77, 0.12, -0.12], [-0.38, -3.31, 2.39], [1.77, 0.04, 0.58], [-0.15, -0.15, -0.24], [0.16, 0.21, -0.01], [1.52, 1.04, -0.67], [-0.54, 0.02, 0.24], [-0.73, 0.12, 0.25], [-1.72, 1.65, -2.01], [-0.19, -0.08, 0.18], [2.02, -1.05, 3.00], [-0.02, -0.18, 0.20], [0.30, 0.22, -0.09], [-0.17, 0.31, 0.33], [0.30, -0.02, 0.24], [0.03, -0.16, -0.18], [0.48, -0.14, -0.15], [-0.01, -0.28, 0.20], [0.28, 0.08, 0.02], [-0.67, 0.11, 0.07], [-0.02, 0.20, -0.06], [0.18, 0.09, -0.33], [0.07, 0.21, 0.05], [0.12, -0.02, 0.30], [1.16, 0.97, -2.19], [0.16, 0.28, 0.05], [0.05, -0.33, 0.11], [-0.07, -0.02, 0.23], [-0.24, 0.15, -0.26], [0.15, -0.05, 0.00], [0.25, 0.21, -0.21], [0.08, -0.06, 0.11], [0.06, 0.35, 0.10], [-0.29, -0.16, 0.07], [0.16, 0.21, 0.09], [-0.02, 0.14, 0.06], [-0.18, -0.01, -0.14], [0.10, -0.22, 0.13], [-0.21, 0.01, -0.05], [0.05, -0.06, -0.28], [-0.39, -0.02, -0.08], [0.00, -0.21, -0.06]],
  "e_tot_ev": -168631.07043,
  "total_charge": -2,
  "homo_ev": -0.06
}


{
  "formula": "C2H4OSSi",
  "method": "ωB97M-V with the def2-TZVPD basis set",
  "species": ["S", "Si", "O", "C", "C", "H", "H", "H", "H"],
  "xyz": [[-2.25816, -0.37091, 0.04216], [0.49847, 1.21545, 0.02185], [-0.98342, 1.73376, -0.02816], [0.48226, -0.69442, -0.01154], [-0.76708, -1.14572, -0.03556], [-0.67504, -2.17971, -0.10515], [0.86721, 1.41419, 1.41359], [1.48975, 1.32937, -1.09993], [1.34601, -1.30201, -0.19725]],
  "forces_ev_per_a": [[1.28, 1.91, -0.05], [1.88, -2.00, 0.14], [-3.14, -1.06, -0.69], [-0.45, 2.16, -0.21], [0.81, 0.29, 0.34], [-1.20, -2.25, -0.40], [0.93, 0.56, 0.36], [-0.23, 0.86, 0.28], [0.14, -0.48, 0.23]],
  "e_tot_ev": -22895.47669,
  "total_charge": 0,
  "relative_energy_ev": 3.298,
  "homo_ev": [-9.27, -9.20]
}